Molecular formula: C35H34F7N3OP2S2Y
Method: DFT, wB97M-V/def2-TZVPD

Its highest occupied orbital energy (spin up / spin down) is -6.988 / -6.928 eV. Its orbital gap (spin up / spin down) is 7.14 / 4.30 eV. The energy relative to the best compared isomer or geometry (same formula, charge and spin) is 1.1549 eV. The energy comes out at -3810.44761 Eh. Its spin multiplicity is 2.

Atoms and positions in Å:
F: 4.580 2.987 0.436
H: -1.933 -3.763 -4.119
C: -1.794 -0.367 -2.241
F: 5.298 0.905 -0.357
C: 0.498 3.593 -0.821
H: 1.318 4.852 -2.968
C: -1.891 -2.816 -3.595
S: 0.488 1.294 3.471
H: 1.600 -3.868 1.594
C: -0.332 -4.273 0.017
H: -6.852 3.464 -0.762
C: 3.928 -0.723 4.278
H: -1.339 3.044 -5.790
N: 1.966 -1.259 2.844
H: 2.833 -3.440 0.430
S: -1.455 -0.588 1.276
C: -0.947 2.362 -2.483
H: 1.439 4.114 -0.643
Y: 0.975 0.329 0.953
H: -0.174 0.100 -3.575
F: 0.894 0.534 -1.015
H: 0.970 3.790 1.493
C: 1.485 -2.248 -1.123
H: -1.567 -6.005 -0.212
C: -2.603 -2.987 0.894
H: -3.361 -1.184 -1.019
H: -4.982 4.208 0.683
C: 2.087 -3.026 1.109
C: -2.748 -2.573 -2.528
H: -6.481 1.656 -2.411
C: 2.729 1.648 5.023
P: 3.999 1.523 0.292
H: -3.482 -2.461 1.248
C: 0.938 -1.993 3.617
C: -4.418 1.396 -1.899
F: 4.468 1.141 1.751
H: -3.453 -3.333 -2.213
C: -1.437 2.300 -3.785
C: -3.579 2.828 -0.159
H: -0.292 -2.028 -4.794
C: -0.942 3.122 -4.785
N: 1.068 -2.282 0.307
H: 1.427 -2.680 4.318
C: -3.356 1.813 -1.094
N: -0.262 3.205 0.112
H: 5.555 -0.146 5.546
C: 4.580 0.123 5.161
O: 0.087 3.381 1.415
C: -1.396 -2.267 0.811
C: -2.696 -1.360 -1.857
C: -0.237 -2.936 0.389
C: -5.877 3.003 -0.853
C: 0.547 4.129 -3.209
C: -4.828 3.421 -0.045
H: 2.251 2.579 5.303
H: 2.359 -1.612 -1.233
C: -1.530 -4.964 0.085
H: 0.682 -1.835 -1.719
C: 2.838 -2.210 2.155
H: -2.213 1.585 -4.029
F: 3.224 0.003 0.220
H: 4.472 1.984 6.224
H: 0.326 -1.281 4.162
H: -4.276 0.615 -2.635
H: 0.290 -2.563 2.952
H: 3.663 -1.660 1.712
H: 3.263 -2.938 2.857
C: -0.976 -1.843 -3.975
P: -1.642 1.159 -1.242
C: 0.067 4.028 -4.503
C: 3.972 1.312 5.536
H: -2.769 3.152 0.484
H: 0.469 4.660 -5.284
H: 1.721 -3.254 -1.483
F: 3.377 1.859 -1.126
H: 4.416 -1.645 3.990
F: 2.512 2.052 0.986
C: -2.675 -4.319 0.542
C: 2.686 -0.380 3.758
C: 2.058 0.817 4.121
C: 0.034 3.326 -2.195
H: -3.614 -4.852 0.621
H: 0.558 -4.789 -0.325
C: -5.668 1.989 -1.777
C: -0.919 -0.634 -3.295